C5H14NO2 as an isolated structure, computed with ωB97M-V/def2-TZVPD.

```
22
Properties=species:S:1:pos:R:3:forces:R:3
C 3.27775 -0.38385 -0.10803 -2.248 -2.113 0.373
N 1.86427 0.82107 0.50716 -1.030 0.121 1.329
C 0.63137 0.14690 -0.06213 1.435 -2.518 -1.472
C -0.31716 -0.36520 1.01238 0.716 3.211 1.396
C -1.48742 -1.26172 0.65971 -0.986 1.087 -1.409
O -2.33507 -0.82417 -0.43548 0.986 -0.284 1.609
C -0.04416 1.10417 -0.99053 -0.765 1.358 -2.184
H 2.95112 -0.30666 -1.09850 -0.091 -0.415 -1.663
H 2.71030 -1.17887 0.40450 1.280 0.198 -0.242
H 4.32901 -0.33949 -0.05484 1.228 0.156 0.738
H 2.98327 0.74449 0.21182 -0.708 1.460 -0.026
H 1.02140 -0.90147 -0.55286 -1.094 2.529 0.242
H 0.43491 -0.84889 1.63724 -0.635 -0.363 0.901
H -0.64348 0.64206 1.50029 0.182 -1.881 -0.232
H -1.00781 -2.15406 0.29891 -0.075 -1.030 0.010
H -2.06972 -1.43637 1.59015 0.251 -0.118 -0.483
H -0.87785 0.73475 -1.63468 0.746 -0.579 0.703
H 0.73781 1.48289 -1.68751 -0.550 0.222 0.395
H -0.61034 1.96147 -0.51364 1.169 -0.828 0.081
H -2.98959 -0.03725 -0.14487 -0.261 0.072 -0.254
H -4.57824 1.33933 -0.66368 1.679 -0.872 2.021
O -3.98035 1.06087 0.12460 -1.228 0.587 -1.834
```
Forces are in eV/Å.

- total charge = -1
- F_max (eV Å⁻¹) = 3.57
- HOMO (eV) = -3.3
- M (Da) = 120.17
- orbital gap (eV) = 6.4

A 2-piece molecular cluster, C5H14NO2 overall, computed with ωB97M-V/def2-TZVPD.

```
22
Properties=species:S:1:pos:R:3:forces:R:3
C -0.35811 -0.16333 0.42195 -0.042 -0.163 -0.521
N 0.65345 -1.17530 0.62298 -0.137 -0.032 0.299
C 1.92869 -0.91646 -0.12479 0.100 0.291 -0.150
O 3.02280 -0.92612 0.64721 -0.348 -0.253 0.006
C -1.05081 -0.33250 -0.93469 0.060 -0.239 0.076
C -2.29656 0.53453 -1.06125 -0.649 -0.654 0.059
C -2.02024 2.01754 -1.22207 0.411 0.080 -0.270
H -1.13254 -0.26617 1.19070 0.104 0.160 0.107
H 0.07017 0.85286 0.43252 -0.051 0.114 0.319
H 0.90265 -1.21056 1.60777 0.101 0.060 -0.169
H 1.91919 -1.66010 -0.95843 0.261 -0.044 0.081
H 1.78457 0.07673 -0.64080 -0.087 -0.018 0.022
H -1.31864 -1.39256 -1.02304 0.002 0.110 -0.034
H -0.32972 -0.11793 -1.73472 -0.129 -0.008 0.049
H -2.95475 0.16525 -1.85857 0.398 0.190 -0.393
H -2.92965 0.30215 -0.19714 0.119 0.416 0.325
H -1.61329 2.47397 -0.31611 -0.125 -0.068 -0.040
H -2.88991 2.58158 -1.55474 -0.169 0.035 0.156
H -1.25690 2.14189 -2.00167 -0.072 0.044 0.106
H 3.78951 -0.52230 3.25248 -0.256 -0.380 0.123
H 2.91011 -1.19435 2.23551 0.457 -0.189 -0.112
O 3.17000 -1.26881 3.21690 0.052 0.547 -0.039
```
Forces are in eV/Å.

- total charge = -1
- F_max (eV Å⁻¹) = 0.92
- HOMO (eV) = -3.2
- M (Da) = 120.17
- orbital gap (eV) = 6.6

- Among the records above, which one has the highest orbital gap?
  number 2